{"formula": "C4H7N2", "method": "the ωB97M-V functional and the def2-TZVPD basis", "total_energy_ev": -7230.9994, "homo_energy_ev": -14.853, "lumo_ev": -5.7, "smiles": "C=C=C/N=[NH+]/C", "charge": 1, "de_lowest_ev": 4.739, "elements": ["C", "C", "C", "C", "N", "N", "H", "H", "H", "H", "H", "H", "H"], "positions_angstrom": [[0.893, -0.848, -0.083], [2.025, -0.190, 0.098], [3.032, 0.581, 0.050], [-2.456, 0.468, 0.021], [-1.335, -0.461, -0.041], [-0.183, -0.063, 0.121], [1.001, -1.938, -0.400], [3.636, 0.979, 0.849], [3.424, 0.753, -0.932], [-3.147, 0.541, -0.888], [-3.104, 0.155, 0.830], [-2.137, 1.428, 0.500], [-1.650, -1.405, -0.124]]}